## i
108
Properties=species:S:1:pos:R:3 method="wB97M-V/def2-TZVPD" molar_mass_g_mol=648.5 gap_ev=10.631
O 2.228 -2.711 4.328
H 1.634 -2.174 3.804
H 2.425 -3.438 3.733
O -4.186 4.225 2.226
H -4.679 5.029 2.392
H -4.090 3.624 2.978
O 4.404 -1.660 0.010
H 5.328 -1.531 0.178
H 4.157 -2.536 0.378
O 0.883 1.085 5.129
H 1.010 0.584 5.920
H 0.459 0.486 4.481
O -1.038 2.845 3.929
H -0.381 2.729 4.657
H -0.644 2.946 3.103
O -3.408 -0.041 -3.845
H -3.927 0.716 -3.588
H -2.456 0.080 -3.792
O 1.542 3.798 2.446
H 1.031 4.165 1.707
H 1.502 4.361 3.266
O -1.919 3.432 0.804
H -2.796 3.758 1.124
H -2.064 2.514 0.581
O -1.803 -2.413 2.047
H -2.498 -2.032 2.586
H -2.007 -2.153 1.157
O -4.772 -1.269 1.020
H -5.238 -1.577 0.197
H -5.280 -1.668 1.743
O 3.986 -3.613 -3.811
H 3.179 -3.244 -3.414
H 3.786 -3.507 -4.734
O -3.285 1.387 3.443
H -3.029 1.308 2.514
H -2.532 1.776 3.886
O -0.355 3.281 -2.044
H -0.123 4.176 -1.736
H 0.320 3.118 -2.774
O 0.494 -4.440 -1.643
H -0.092 -4.591 -0.921
H 0.825 -3.515 -1.549
O 4.537 -0.870 3.277
H 4.502 0.081 3.134
H 3.929 -1.103 3.984
O 2.713 -4.096 0.766
H 1.846 -4.129 1.212
H 2.624 -4.591 -0.053
O 1.117 -2.266 -5.817
H 0.730 -2.097 -6.639
H 0.459 -2.613 -5.157
O 2.442 0.411 -5.566
H 1.979 -0.462 -5.543
H 3.063 0.456 -6.300
O -2.900 0.619 0.665
H -2.066 0.330 0.268
H -3.564 -0.108 0.865
O -0.207 -4.658 1.781
H -0.832 -5.395 1.855
H -0.713 -3.905 2.218
O -3.771 -2.490 -2.850
H -3.805 -1.623 -3.322
H -3.584 -3.165 -3.549
O 1.119 2.605 -4.272
H 0.659 2.771 -5.119
H 1.813 2.003 -4.536
O -0.627 0.001 -3.012
H 0.175 0.250 -3.492
H -0.376 0.401 -2.167
O 4.660 -0.959 -2.936
H 4.472 -1.445 -2.101
H 4.603 -1.674 -3.577
O 2.568 0.757 -2.435
H 3.326 0.242 -2.760
H 2.728 1.012 -1.524
O -1.882 -2.256 -0.847
H -1.036 -2.026 -1.227
H -2.513 -2.338 -1.555
O 0.137 -0.866 3.115
H 0.549 -0.755 2.230
H -0.597 -1.541 3.058
O -4.102 -1.169 3.556
H -4.037 -1.751 4.307
H -3.937 -0.253 3.787
O 0.106 4.822 0.318
H -0.870 4.583 0.334
H 0.191 5.781 0.487
O 1.864 -1.969 -1.730
H 1.878 -1.069 -2.069
H 2.232 -1.967 -0.826
O -3.602 2.122 -2.027
H -3.145 2.947 -1.944
H -3.283 1.596 -1.303
O -0.326 5.884 3.829
H -0.821 6.639 4.097
H -0.925 5.136 4.036
O -0.351 1.244 -0.461
H -0.264 2.066 -1.039
H 0.401 1.214 0.129
O 3.111 1.656 3.008
H 2.723 2.470 2.589
H 2.514 1.487 3.748
O 2.310 -0.122 1.114
H 2.421 0.607 1.730
H 3.140 -0.538 1.214
O -0.696 -3.148 -3.997
H -0.926 -2.303 -3.568
H -0.476 -3.784 -3.307

## ii
108
Properties=species:S:1:pos:R:3 method="wB97M-V/def2-TZVPD" molar_mass_g_mol=648.5 gap_ev=7.578
O 0.782 4.806 -2.433
H -0.007 4.372 -2.758
H 1.237 5.100 -3.222
O -5.155 1.647 2.588
H -4.991 1.459 3.512
H -6.000 2.096 2.582
O -4.313 1.872 -7.230
H -4.953 1.487 -7.830
H -4.422 1.380 -6.416
O -0.144 0.691 -3.316
H -0.352 0.466 -4.223
H -0.189 -0.141 -2.845
O -3.913 3.567 -4.570
H -4.305 2.699 -4.669
H -4.629 4.176 -4.755
O -0.336 -1.754 -2.378
H 0.152 -2.568 -2.503
H -1.249 -1.994 -2.536
O -8.524 0.254 -6.127
H -8.311 0.255 -5.193
H -9.311 0.795 -6.194
O -4.722 0.782 -4.695
H -4.384 -0.073 -4.962
H -5.405 0.581 -4.055
O -2.008 -3.959 -1.251
H -2.371 -3.331 -1.875
H -1.253 -3.509 -0.870
O -7.226 3.455 -4.097
H -7.776 4.230 -3.981
H -6.925 3.241 -3.214
O 2.031 2.164 -2.003
H 1.411 1.435 -2.016
H 1.539 2.905 -2.355
O -0.652 1.262 -0.203
H -1.493 0.851 -0.401
H -0.817 2.201 -0.295
O -3.209 -1.703 -2.511
H -3.721 -1.239 -1.849
H -3.864 -2.107 -3.081
O -0.939 3.945 -0.102
H -1.095 4.415 -0.921
H -1.360 4.484 0.568
O -3.857 1.936 -1.899
H -3.472 1.266 -1.333
H -4.712 1.582 -2.142
O -1.077 3.055 -2.998
H -1.952 2.859 -3.334
H -0.558 2.281 -3.215
O -4.444 4.637 -1.755
H -4.054 3.851 -2.138
H -4.723 4.365 -0.881
O -3.616 -2.756 0.411
H -3.284 -3.460 -0.146
H -2.909 -2.589 1.035
O -6.659 -0.548 1.787
H -6.074 0.147 2.086
H -7.243 -0.118 1.162
O -7.178 4.130 -6.705
H -7.186 3.467 -7.396
H -7.031 3.635 -5.899
O -8.484 0.230 -0.613
H -9.150 0.781 -1.024
H -8.635 -0.642 -0.979
O -5.636 4.311 0.658
H -5.984 5.202 0.699
H -6.259 3.787 1.160
O -7.131 3.010 -1.447
H -7.925 2.632 -1.069
H -6.786 3.579 -0.758
O -3.798 0.060 -0.097
H -4.482 0.603 0.294
H -3.974 -0.821 0.234
O -8.770 -0.037 -3.365
H -9.548 0.406 -3.025
H -8.949 -0.968 -3.236
O -3.422 6.775 -0.611
H -2.919 6.360 0.090
H -3.895 6.054 -1.026
O -2.873 -0.725 2.599
H -2.841 -0.047 3.273
H -2.779 -0.249 1.774
O -3.621 3.979 3.078
H -4.414 4.369 3.444
H -3.939 3.282 2.505
O -5.531 5.930 -3.795
H -5.369 6.817 -3.473
H -5.594 5.395 -3.003
O -3.157 -1.125 -6.009
H -2.364 -0.594 -5.935
H -2.938 -1.946 -5.568
O -0.393 -2.624 0.507
H 0.040 -1.771 0.515
H 0.319 -3.254 0.397
O -6.034 0.270 -2.044
H -6.880 0.659 -1.822
H -6.203 -0.672 -2.072
O -6.526 -2.351 -3.107
H -7.348 -2.556 -2.662
H -5.998 -3.143 -3.011
O 1.262 -0.198 1.361
H 0.406 0.225 1.295
H 1.784 0.397 1.899
O -1.960 6.983 -4.251
H -2.261 6.178 -3.829
H -2.411 6.994 -5.095
O -1.529 2.699 -6.112
H -2.278 3.001 -5.599
H -1.080 3.502 -6.378

The data favor i; the next most stable structure lies 559.7 kJ/mol above it.

## i
15
Properties=species:S:1:pos:R:3 method="wB97M-V/def2-TZVPD" molar_mass_g_mol=89.1 gap_ev=6.655 charge=-1
C 0.025 0.723 1.074
N 0.323 -0.571 0.570
C 0.821 -1.297 -0.696
O 0.958 -2.652 -0.536
C -0.276 1.827 0.016
N -1.771 1.661 -0.367
H 0.913 1.263 1.592
H -0.828 0.818 1.724
H 0.226 -1.354 1.204
H 1.764 -0.638 -0.763
H 0.092 -0.934 -1.392
H 0.492 1.474 -0.760
H 0.089 2.781 0.530
H -1.830 0.635 -0.377
H -1.864 2.031 -1.257

## ii
15
Properties=species:S:1:pos:R:3 method="wB97M-V/def2-TZVPD" molar_mass_g_mol=89.1 gap_ev=7.065 charge=-1
C 0.724 0.396 -0.513
N 0.722 -0.575 0.587
C -0.412 -1.612 0.355
O -0.390 -2.208 -0.804
C -0.407 1.399 -0.411
N -0.305 2.319 0.728
H 0.671 -0.108 -1.479
H 1.660 0.975 -0.529
H 1.499 -1.193 0.367
H -1.349 -1.046 0.604
H -0.260 -2.264 1.251
H -1.378 0.903 -0.361
H -0.439 1.970 -1.343
H 0.678 2.428 0.957
H -0.696 1.876 1.548

The data favor ii; the next most stable structure lies 172.0 kJ/mol above it.

## i
8
Properties=species:S:1:pos:R:3 method="wB97M-V/def2-TZVPD" molar_mass_g_mol=135.0 gap_ev=9.934
C 0.539 -0.093 0.257
C 0.016 0.570 -0.897
N 1.063 -0.144 1.392
N 0.243 -1.299 1.087
Br -1.566 -1.192 1.887
H -1.114 0.476 -0.980
H 0.498 0.040 -1.772
H 0.322 1.642 -0.975

## ii
8
Properties=species:S:1:pos:R:3 method="wB97M-V/def2-TZVPD" molar_mass_g_mol=135.0 gap_ev=9.278
C -1.321 -1.120 -0.241
C 1.451 -0.319 0.318
N -0.825 0.004 0.188
N 0.543 0.436 -0.169
Br 3.275 0.277 0.073
H -2.429 -1.241 -0.069
H -1.360 0.757 0.761
H 0.666 1.206 -0.861

The data favor i; the next most stable structure lies 184.2 kJ/mol above it.

## i
20
Properties=species:S:1:pos:R:3 method="wB97M-V/def2-TZVPD" molar_mass_g_mol=160.2 gap_ev=7.827
C 0.603 -1.298 -0.713
C 1.255 -1.521 -1.908
C 1.199 -0.455 -2.778
C 0.406 0.723 -2.724
C -0.144 1.039 -1.442
C -0.111 -0.043 -0.525
C -0.482 0.327 0.899
C -0.953 1.433 1.665
C -1.099 -0.339 3.005
H 0.312 -1.632 1.023
H 1.906 -2.503 -2.371
H 1.902 -0.578 -3.620
H 0.367 1.440 -3.662
H -0.489 1.979 -0.971
H -0.965 2.553 1.584
H -1.269 1.719 3.708
H -1.347 -0.820 3.897
N -1.165 0.943 2.832
N -0.524 -0.761 1.878
O 0.599 -2.206 0.222

## ii
20
Properties=species:S:1:pos:R:3 method="wB97M-V/def2-TZVPD" molar_mass_g_mol=160.2 gap_ev=8.077
C -0.365 0.673 2.036
C -0.319 -0.560 1.413
C 0.080 -0.782 -0.008
C 0.517 -1.972 -0.643
C 1.053 -1.875 -2.026
C 1.257 -0.684 -2.701
C 0.756 0.392 -2.057
C 0.182 0.366 -0.857
C -0.849 1.904 1.038
H -1.407 1.655 3.467
H -0.960 0.091 3.918
H -0.125 -1.241 2.207
H 0.422 -3.076 -0.246
H 1.291 -2.974 -2.431
H 1.380 -0.481 -3.856
H 0.857 1.284 -2.492
H -0.701 2.138 -0.964
N -0.961 0.894 3.162
N -0.519 1.383 -0.236
O -1.590 2.864 1.277

The data favor i; the next most stable structure lies 11.3 kJ/mol above it.